19
Properties=species:S:1:pos:R:3:forces:R:3 method="wB97M-V/def2-TZVPD" gap_ev=10.203 e_above_lowest_kj_mol=222.3 lumo_energy_ev=0.916
C 0.1408 0.7599 0.0959 -2.046 -1.277 -0.456
C 0.5105 -0.5144 -0.6894 0.279 0.090 0.182
C 0.3863 2.0463 -0.6739 0.003 -0.206 0.269
C -1.4609 0.5930 0.4591 1.959 2.619 -0.301
C 0.0276 -1.6876 0.1162 -1.617 1.570 0.484
C 0.8033 -2.5902 0.6971 -0.549 -0.383 -0.164
O 0.8646 0.8094 1.2861 0.119 -0.234 0.576
N -2.4394 0.7414 -0.3127 -0.596 -1.014 -0.211
H 0.8723 -0.0931 1.6554 0.071 0.396 -0.042
H -2.2182 0.6114 -1.3015 0.274 0.394 -0.018
H 0.0174 -0.4938 -1.6653 0.098 -0.004 -0.029
H 1.5953 -0.5361 -0.8064 0.023 -0.029 -0.279
H -1.6416 0.7334 1.5241 -0.010 -0.328 0.270
H -1.0925 -1.4392 0.3681 2.022 -1.784 -0.351
H 0.0116 2.8897 -0.0953 -0.012 0.071 -0.097
H 1.4611 2.1736 -0.8136 -0.017 -0.020 -0.008
H -0.0917 2.0200 -1.6530 -0.087 0.029 0.081
H 0.3876 -3.3863 1.2957 -0.046 0.029 0.248
H 1.8660 -2.6374 0.5132 0.133 0.084 -0.155

---

17
Properties=species:S:1:pos:R:3:forces:R:3 method="wB97M-V/def2-TZVPD" gap_ev="5.968 / 7.348" spin_multiplicity=3 e_above_lowest_kj_mol=431.0 lumo_energy_ev="-4.424 / -7.045" total_charge=+1 s2=2.0289
C 0.5679 -0.7521 -1.2246 0.494 1.332 1.140
C -0.2384 -1.8330 -1.6202 0.130 -2.320 -2.788
C -1.9175 0.0281 1.9300 -3.709 -0.699 -0.897
C 1.9867 1.1024 -0.7444 -2.757 0.181 1.399
N -0.7360 0.7108 1.7293 3.822 -1.251 -1.549
N -0.0846 0.7672 0.6715 -0.317 1.742 1.187
N 1.5700 -0.0861 -1.2841 0.017 -0.802 -0.929
N 0.8820 1.6155 0.3941 1.921 0.197 0.311
H 0.4020 -2.4923 -2.4269 -1.429 0.722 2.297
H -1.0260 -1.4659 -2.3159 0.209 0.055 0.722
H -0.7292 -2.3394 -0.7448 0.761 0.084 -1.119
H -2.0675 -0.3785 2.8960 0.893 -0.481 1.227
H -2.2984 -0.8640 1.2210 1.243 2.524 0.830
H -2.5810 0.9026 1.9943 -1.121 -0.573 -0.622
H 1.9796 1.9040 -1.4289 0.022 0.741 -0.940
H 2.8921 1.0231 -0.2381 1.576 -0.163 0.946
H 1.3984 2.1576 1.1918 -1.755 -1.288 -1.217

---

49
Properties=species:S:1:pos:R:3:forces:R:3 method="wB97M-V/def2-TZVPD" gap_ev=8.919 smiles="CCn1c(COc2ccc(C)cc2)nnc1SCC(=O)NCc1ccco1" e_above_lowest_kj_mol=189.0 lumo_energy_ev=0.564
C 1.3372 4.1087 -1.4692 -0.096 -0.189 -0.032
H 0.9507 4.7793 -0.7048 -0.019 0.067 0.051
H 1.2178 4.5804 -2.4399 0.016 0.097 -0.101
H 2.3971 3.9455 -1.2891 0.089 0.053 0.022
C 0.5889 2.7797 -1.4520 0.080 0.470 -0.435
N 0.7136 2.1249 -0.1754 0.202 -0.572 0.662
C 1.7506 1.3595 0.2658 -0.093 0.076 0.078
N 1.5093 0.9195 1.4773 0.726 -0.034 -0.287
N 0.3093 1.3955 1.8492 -0.980 0.413 0.440
C -0.1625 2.1205 0.8766 -0.053 -0.014 -0.044
C -1.4548 2.8646 0.8815 0.092 0.099 0.154
O -2.3449 2.4195 -0.1179 -0.218 -0.050 -0.169
C -2.9855 1.2155 0.0571 -0.117 -0.130 -0.125
C -3.8390 0.8381 -0.9770 0.173 0.144 0.048
C -4.5375 -0.3494 -0.9036 0.073 0.050 0.085
C -4.4063 -1.1899 0.1964 -0.015 -0.024 0.101
C -3.5563 -0.7995 1.2201 -0.162 -0.012 -0.172
C -2.8462 0.3885 1.1624 0.143 0.313 0.046
H -2.1842 0.6455 1.9744 0.072 0.020 0.059
H -3.4361 -1.4373 2.0836 0.018 -0.074 0.100
C -5.1345 -2.4978 0.2588 0.087 -0.035 -0.033
H -5.3947 -2.7479 1.2846 -0.061 -0.066 0.045
H -6.0423 -2.4663 -0.3389 -0.084 -0.053 -0.009
H -4.4993 -3.2944 -0.1306 -0.027 -0.109 -0.010
H -5.1930 -0.6293 -1.7157 -0.082 -0.024 -0.077
H -3.9402 1.4928 -1.8287 -0.017 0.084 -0.098
H -1.8966 2.7973 1.8814 0.100 0.033 -0.097
H -1.2728 3.9188 0.6457 -0.086 -0.131 0.097
S 3.1766 1.0826 -0.6813 0.290 -0.022 -0.267
C 4.1520 0.0646 0.4746 -0.254 0.028 -0.204
H 4.0247 0.4839 1.4703 0.085 -0.009 0.029
H 5.1822 0.1539 0.1329 -0.087 -0.045 0.049
C 3.6999 -1.3908 0.3842 0.068 0.335 0.394
O 4.2825 -2.2035 -0.2987 0.220 -0.207 -0.358
N 2.6168 -1.6535 1.1402 -0.165 -0.171 0.348
H 2.1379 -0.8677 1.5809 0.213 -0.074 -0.126
C 1.8503 -2.8718 0.9587 0.067 -0.096 -0.290
C 0.7101 -2.6237 0.0211 -0.340 0.533 0.563
C -0.3290 -1.7414 0.0969 0.519 -0.465 0.110
C -1.0432 -1.8648 -1.1196 0.159 -0.336 -0.397
C -0.3827 -2.8101 -1.8410 -0.726 0.520 -0.144
O 0.6798 -3.2701 -1.1615 0.431 -0.364 0.015
H -0.5623 -3.2278 -2.8116 0.067 -0.123 -0.119
H -1.9223 -1.3244 -1.4047 -0.231 0.092 -0.126
H -0.5610 -1.0931 0.9164 0.022 0.153 0.221
H 1.4885 -3.2067 1.9348 0.052 -0.044 -0.146
H 2.5137 -3.6240 0.5260 -0.106 0.012 0.158
H 1.0013 2.1095 -2.2120 -0.187 0.018 0.032
H -0.4754 2.9287 -1.6468 0.140 -0.140 -0.040

---

77
Properties=species:S:1:pos:R:3:forces:R:3 method="wB97M-V/def2-TZVPD" gap_ev=6.805 e_above_lowest_kj_mol=282.1 lumo_energy_ev=-0.292
C 2.5757 -2.5759 -1.6773 -0.301 -0.601 0.601
C 2.0397 -1.6522 -2.7119 -0.251 0.439 -1.047
H 1.9767 -3.4953 -1.6815 0.214 -0.104 0.237
H 2.5793 -2.1694 -0.6520 -0.170 -0.241 -0.813
H 3.6231 -2.8372 -1.9186 -0.459 -0.009 0.088
C 2.1375 -2.0087 -4.0154 0.274 0.623 0.235
C 2.2117 -3.4146 -4.5146 0.317 -0.678 0.029
H 2.2397 -1.2661 -4.8188 -0.776 -0.173 0.533
H 1.5567 -4.0747 -3.9213 0.342 0.159 -0.106
H 3.2292 -3.8410 -4.5119 -0.212 0.025 0.056
H 1.8490 -3.4724 -5.5523 0.144 0.116 0.287
Y 1.2768 0.0704 1.0738 0.158 -0.826 -1.500
Cl 2.9943 -1.7342 1.5618 0.297 0.090 0.664
Cl 2.8877 1.7584 -0.1006 -0.019 0.272 0.859
C 0.2829 3.0164 1.5075 -0.541 -0.926 -0.099
O -0.0619 1.7932 1.5743 0.333 1.714 0.401
N -0.6135 3.9748 1.3788 0.299 -0.498 0.204
C -2.0233 3.6151 1.4161 -0.119 0.056 -0.209
C -0.2187 5.3483 1.1140 0.516 0.208 -0.128
H 1.3412 3.3014 1.5502 -0.190 0.049 -0.174
H -2.2485 3.0954 2.3480 0.008 -0.016 -0.050
H -2.2710 2.9599 0.5765 -0.056 0.175 0.062
H -2.5834 4.5482 1.3727 -0.157 -0.246 -0.075
H 0.6099 5.6219 1.7804 -0.293 0.080 -0.137
H -1.0871 5.9853 1.2983 0.356 0.019 -0.032
H 0.1340 5.4720 0.0756 -0.322 -0.047 0.352
H -0.5835 -4.8619 4.1092 -0.393 0.012 -0.150
H -1.1622 -3.8538 0.3945 -0.116 0.016 0.174
C -1.4701 -4.3637 3.6871 0.260 0.184 0.129
C -1.8398 -3.8368 1.2538 -0.181 0.085 -0.225
N -1.1053 -3.6110 2.4852 0.260 0.718 -0.171
H -1.8852 -3.6804 4.4479 0.012 -0.407 -0.267
C -0.2939 -2.5630 2.5637 0.361 0.896 -0.897
O -0.1380 -1.6984 1.6543 -0.515 -1.649 1.444
H -2.5826 -3.0476 1.0906 0.070 -0.179 -0.021
H 0.2634 -2.5097 3.5052 0.026 0.235 -0.040
H -2.2284 -5.0981 3.3836 0.366 0.208 0.387
H -2.3252 -4.7972 1.3833 -0.157 -0.054 -0.403
O 0.6275 -0.2221 -1.1555 -1.196 -0.384 -0.782
C 1.5657 -0.2645 -2.2552 1.982 0.634 -0.277
C 0.3312 0.1543 -4.4483 -0.214 -0.392 -0.318
C 1.2179 0.6018 -3.4815 0.039 0.211 0.792
H 0.0023 -0.8803 -4.3886 -0.117 0.618 -0.118
C -0.0677 0.9536 -5.5146 0.445 -0.377 0.215
H 2.4542 0.2073 -1.8010 -0.130 -0.147 -0.533
C 1.8073 1.8620 -3.6412 -0.084 -0.033 -0.270
H -0.7719 0.5416 -6.2354 0.124 0.268 0.063
C 0.5125 2.2005 -5.6631 -0.304 0.190 0.083
C 1.4429 2.6625 -4.7296 0.402 -0.243 0.005
H 2.5749 2.1749 -2.9299 -0.348 0.075 -0.157
H 0.2091 2.8002 -6.5113 0.162 0.215 0.021
H 1.9350 3.6222 -4.8937 -0.174 -0.193 0.129
Si -1.4034 0.1032 -1.9368 -0.025 2.906 -0.821
Cl -1.4118 -1.8207 -2.8328 0.536 -1.629 1.010
C -2.6863 0.5134 -3.3658 -0.692 -0.341 -0.358
C -1.1018 2.0528 -2.0137 1.020 0.172 0.769
C -2.0713 -0.1158 -0.2088 -0.619 -0.340 0.191
H -2.8518 1.5558 -3.6434 0.115 0.115 0.360
H -3.6309 0.1396 -2.9634 -0.394 -0.148 -0.216
H -2.5210 0.0168 -4.3358 -0.022 -0.168 0.573
H -1.5532 -0.9466 0.2611 -0.192 -0.172 -0.077
H -3.1378 -0.3638 -0.2599 0.036 -0.057 0.090
H -1.9610 0.7393 0.4712 0.030 -0.028 -0.459
H -0.6148 2.3626 -2.9531 -0.281 -0.113 0.378
H -0.5128 2.4726 -1.1790 0.153 -0.051 -0.176
H -2.0883 2.5584 -1.9912 0.290 -0.493 0.093
C -0.7441 0.6594 6.7871 -0.061 0.064 -0.242
N 0.4277 -0.0305 6.2273 -0.102 0.006 0.658
C 1.3787 -0.6271 7.1784 0.453 -0.203 -0.190
C 0.7358 0.0290 4.9498 0.851 0.088 -2.332
N 1.0697 0.0492 3.8181 -0.885 0.148 2.209
H -0.7124 0.5148 7.8711 -0.127 0.062 -0.330
H -1.6706 0.2268 6.3948 0.131 0.147 0.070
H -0.7170 1.7354 6.5815 -0.023 -0.197 -0.021
H 1.5148 -1.6964 6.9689 -0.035 0.267 0.089
H 2.3594 -0.1332 7.1228 -0.280 -0.114 0.025
H 0.9764 -0.5055 8.1898 0.149 -0.083 -0.345

---

22
Properties=species:S:1:pos:R:3:forces:R:3 method="wB97M-V/def2-TZVPD" gap_ev="2.075 / 6.178" spin_multiplicity=2 e_above_lowest_kj_mol=103.2 lumo_energy_ev="6.410 / 6.286" total_charge=-2 s2=0.7506
C -0.5201 1.8325 1.1071 -0.347 -1.476 -0.152
O -0.5477 0.5631 0.6182 0.117 0.343 0.355
C 0.6502 2.0259 2.1028 0.241 0.115 -0.502
C 0.6526 0.9141 3.1438 0.342 0.264 -0.083
H -1.4741 2.0327 1.6730 0.027 0.561 0.008
H -0.4290 2.5531 0.2630 -0.014 0.528 0.327
H 0.6989 3.0355 2.5409 -0.207 -0.008 0.081
H 1.5417 1.9090 1.4727 0.129 0.030 0.173
H 1.5203 0.9816 3.8131 -0.015 -0.013 0.003
H 0.7072 -0.0083 2.5652 -0.228 -0.133 0.223
H -0.2527 0.9301 3.7588 -0.080 -0.084 -0.082
C -1.8520 -1.7211 -1.1636 0.504 -0.533 0.074
C -0.6565 -1.6453 -2.0715 0.015 -0.179 0.190
C 0.5358 -1.2048 -1.6612 -0.033 0.202 -0.652
N 1.6449 -1.0790 -2.4988 0.090 -0.615 0.476
H -1.6375 -1.1780 -0.2408 -0.123 0.279 -0.101
H -2.7278 -1.3054 -1.6657 -0.156 0.078 0.136
H -2.0725 -2.7625 -0.8758 -0.224 -0.003 -0.153
H -0.7488 -1.9778 -3.0996 -0.125 0.044 -0.066
H 0.6579 -0.8799 -0.6350 -0.030 0.290 -0.039
H 2.2663 -0.3028 -2.3308 0.019 0.066 -0.112
H 1.5044 -1.3448 -3.4677 0.097 0.245 -0.103

---

57
Properties=species:S:1:pos:R:3:forces:R:3 method="wB97M-V/def2-TZVPD" gap_ev=8.860 smiles="COc1ccc(S(=O)(=O)N2CCOCC2)cc1NC(=O)[C@@H]1CCCN1C(=O)c1cccs1" e_above_lowest_kj_mol=133.3 lumo_energy_ev=0.402
C 0.6761 4.0219 -0.7382 0.069 0.268 0.033
H 0.1142 4.5734 -1.4974 0.005 -0.031 0.027
O 0.5094 2.6316 -0.8815 -0.219 -0.457 -0.091
C -0.7446 2.1121 -0.8740 -0.145 -0.184 0.029
C -1.9031 2.8256 -0.5981 0.190 0.018 0.008
C -3.1338 2.1837 -0.5939 -0.129 -0.004 -0.022
C -3.2011 0.8398 -0.8876 -0.638 -0.140 -0.066
C -2.0656 0.1116 -1.1918 0.183 0.004 -0.122
C -0.8267 0.7319 -1.1708 -0.318 0.113 0.191
N 0.3612 0.0584 -1.4520 0.085 0.563 -0.157
C 0.5831 -1.2630 -1.2735 0.468 0.023 -0.144
O -0.2278 -2.0602 -0.8536 -0.262 -0.166 0.091
C 2.0279 -1.6660 -1.6507 -0.277 -0.065 -0.343
N 2.9756 -1.1531 -0.6639 -0.023 -0.031 -0.161
C 3.4390 0.1032 -0.7482 -0.102 0.128 -0.120
O 2.9739 0.9013 -1.5608 0.093 0.140 -0.081
C 4.5114 0.5540 0.1606 0.615 0.040 0.231
C 4.5239 1.7724 0.7780 -0.186 -0.347 -0.162
C 5.7152 2.0236 1.4886 0.175 -0.014 0.075
C 6.6096 1.0086 1.3776 -0.059 -0.313 -0.204
S 6.0095 -0.2829 0.4200 -0.250 0.519 0.099
H 7.5931 0.9329 1.7968 0.205 0.038 0.112
H 5.8995 2.9227 2.0481 0.061 0.134 0.107
H 3.6931 2.4524 0.7253 -0.161 0.112 -0.082
C 3.3311 -2.2205 0.2460 0.168 -0.397 0.383
C 3.3865 -3.4349 -0.6756 -0.044 0.111 0.026
H 4.3280 -3.4332 -1.2264 0.058 -0.009 0.036
C 2.2068 -3.1896 -1.6194 -0.049 -0.069 0.040
H 1.2941 -3.6307 -1.2148 0.081 0.016 -0.081
H 2.3789 -3.5969 -2.6128 -0.035 0.010 -0.028
H 3.2988 -4.3724 -0.1327 0.037 -0.047 0.021
H 2.5289 -2.3398 0.9844 0.110 -0.021 0.024
H 4.2671 -2.0271 0.7624 -0.184 -0.009 0.030
H 2.2637 -1.2185 -2.6219 -0.023 -0.044 0.131
H 1.1749 0.6511 -1.6543 -0.057 -0.305 0.013
H -2.1555 -0.9286 -1.4544 0.098 -0.082 -0.019
S -4.7811 -0.0065 -0.8416 -0.191 -0.030 0.234
O -5.8130 0.9895 -0.8638 0.226 0.183 0.179
O -4.7789 -1.0371 -1.8352 0.356 -0.124 0.069
N -4.8917 -0.7618 0.6319 -0.088 0.393 -0.971
C -5.0660 0.0608 1.8042 0.186 0.428 0.465
H -5.5068 1.0020 1.4784 -0.061 0.037 0.238
C -3.7303 0.2793 2.5227 -0.212 0.157 -0.065
H -3.8843 0.7800 3.4804 -0.016 0.063 -0.105
O -3.1129 -0.9526 2.8223 -0.067 -0.138 0.190
C -2.8537 -1.6999 1.6490 -0.060 -0.123 -0.205
H -2.4046 -2.6363 1.9824 0.013 0.026 -0.120
C -4.1437 -1.9751 0.8682 0.507 -0.363 0.100
H -3.9299 -2.4207 -0.1020 0.044 -0.210 0.108
H -4.7803 -2.6549 1.4466 0.041 0.029 -0.087
H -2.1332 -1.1625 1.0175 -0.046 -0.113 0.095
H -3.0621 0.8894 1.8941 -0.067 -0.040 0.110
H -5.7604 -0.4498 2.4815 0.015 0.071 -0.067
H -4.0435 2.7207 -0.3799 -0.078 0.137 0.024
H -1.8578 3.8794 -0.3752 0.042 0.095 0.012
H 1.7411 4.1987 -0.8790 -0.077 0.049 0.022
H 0.3766 4.3625 0.2583 -0.008 -0.030 -0.050